(i)
ORCA calculation (ωB97M-V/def2-TZVPD) on an isolated molecule of CH3FN2O2.

Values from the calculation:
* SMILES: CN(F)[N+](=O)[O-]
* Kohn-Sham gap: 10.94 eV

Last columns: bonded neighbours and bond lengths (Å).
Geometry (Å):
1 C 1.140 0.388 -0.248  N2 1.569, H7 1.081, H8 1.225, H9 1.187
2 N -0.337 -0.130 -0.345  C1 1.569, N3 1.405, F6 1.334
3 N -1.124 -0.707 0.666  N2 1.405, O4 1.222, O5 1.202
4 O -0.484 -1.242 1.560  N3 1.222
5 O -2.308 -0.582 0.507  N3 1.202
6 F -0.985 0.722 -1.142  N2 1.334
7 H 1.633 -0.469 0.189  C1 1.081
8 H 1.293 0.563 -1.451  C1 1.225
9 H 1.173 1.458 0.265  C1 1.187

Mulliken atomic charge list, values in e, 4 entries: -0.560 -0.008 1.087 -0.598

(ii)
ORCA calculation (ωB97M-V/def2-TZVPD) on an isolated molecule of CH3FN2O2.

Values from the calculation:
* SMILES: CN(F)[N+](=O)[O-]
* Kohn-Sham gap: 11.36 eV

Last columns: bonded neighbours and bond lengths (Å).
Geometry (Å):
1 C -0.030 0.062 0.024  N2 1.579, H7 1.083, H8 1.080, H9 1.087
2 N 0.247 1.449 0.726  C1 1.579, N3 1.375, F6 1.378
3 N 1.549 1.843 0.931  N2 1.375, O4 1.203, O5 1.195
4 O 2.319 0.929 1.071  N3 1.203
5 O 1.750 3.016 1.037  N3 1.195
6 F -0.541 2.447 0.195  N2 1.378
7 H 0.240 -0.694 0.750  C1 1.083
8 H -1.085 0.057 -0.205  C1 1.080
9 H 0.589 0.000 -0.868  C1 1.087

Mulliken atomic charge list, values in e, 4 entries: -0.593 0.022 1.068 -0.594

Relative energy table, unit eV: (i) 0.743; (ii) 0.000

(i)
ORCA calculation (ωB97M-V/def2-TZVPD) on a cluster of 2 separate species, C2H7NS in total.

Values from the calculation:
* SMILES: C=CN.S
* Kohn-Sham gap: 8.47 eV

Last columns: bonded neighbours and bond lengths (Å).
Geometry (Å):
1 S 1.304 1.069 -2.071  H2 1.305, H11 1.356
2 H 1.845 0.987 -3.256  S1 1.305
3 C -0.395 -0.602 0.873  C4 1.369, N5 1.395, H6 1.084
4 C -0.900 -0.029 2.010  C3 1.369, H7 1.081, H8 1.093
5 N -0.994 -0.752 -0.377  C3 1.395, H9 1.012, H10 1.012
6 H 0.215 -1.482 1.042  C3 1.084
7 H -0.704 -0.638 2.881  C4 1.081
8 H -0.857 1.024 2.299  C4 1.093
9 H -1.687 -0.075 -0.669  N5 1.012
10 H -0.346 -0.956 -1.128  N5 1.012
11 H 2.517 1.453 -1.603  S1 1.356

Mulliken atomic charge list, values in e, 4 entries: -0.330 0.152 0.008 -0.720

(ii)
ORCA calculation (ωB97M-V/def2-TZVPD) on a cluster of 2 separate species, C2H7NS in total.

Values from the calculation:
* SMILES: C=CN.S
* Kohn-Sham gap: 9.19 eV

Last columns: bonded neighbours and bond lengths (Å).
Geometry (Å):
1 S 2.104 -1.586 0.637  H2 1.337, H11 1.335
2 H 3.157 -1.778 -0.164  S1 1.337
3 C -1.569 1.341 -0.883  C4 1.325, N5 1.394, H6 1.082
4 C -1.204 2.213 0.045  C3 1.325, H7 1.074, H8 1.084
5 N -2.210 0.119 -0.682  C3 1.394, H9 1.003, H10 1.006
6 H -1.533 1.604 -1.931  C3 1.082
7 H -0.743 3.140 -0.237  C4 1.074
8 H -1.173 1.997 1.107  C4 1.084
9 H -1.894 -0.663 -1.224  N5 1.003
10 H -2.526 -0.068 0.255  N5 1.006
11 H 2.749 -0.797 1.500  S1 1.335

Mulliken atomic charge list, values in e, 4 entries: -0.291 0.142 0.117 -0.812

(iii)
ORCA calculation (ωB97M-V/def2-TZVPD) on an isolated molecule of C2H7NS.

Values from the calculation:
* Kohn-Sham gap: 9.19 eV

Last columns: bonded neighbours and bond lengths (Å).
Geometry (Å):
1 C -0.330 1.090 1.014  S4 1.826, H5 1.107, H6 1.072, H7 1.116
2 C -0.617 -0.871 -1.018  S4 1.971, H8 1.084, H9 1.082, H10 1.057
3 N 1.840 -0.018 0.245  S4 1.543, H11 0.940
4 S 0.430 -0.521 0.615  C1 1.826, C2 1.971, N3 1.543
5 H -1.085 1.299 0.232  C1 1.107
6 H 0.527 1.723 0.897  C1 1.072
7 H -0.902 1.112 1.972  C1 1.116
8 H -0.444 -0.101 -1.760  C2 1.084
9 H -1.660 -1.158 -1.051  C2 1.082
10 H -0.157 -1.790 -1.270  C2 1.057
11 H 2.398 -0.765 0.125  N3 0.940

Mulliken atomic charge list, values in e, 4 entries: -0.722 -1.060 -0.655 0.289

Relative energy table, unit eV: (i) 1.278; (ii) 0.000; (iii) 1.581

(i)
ORCA calculation (ωB97M-V/def2-TZVPD) on an isolated molecule of CH2O3S2.

Values from the calculation:
* Kohn-Sham gap: 8.55 eV

Last columns: bonded neighbours and bond lengths (Å).
Geometry (Å):
1 C 1.357 -0.463 0.009  O4 1.206, H7 1.184, H8 1.152
2 O -1.109 1.416 1.165  S6 1.456
3 O -1.762 1.253 -1.284  S6 1.485
4 O 0.706 0.460 -0.410  C1 1.206, S6 2.004
5 S -1.455 -1.292 0.203  S6 1.933
6 S -1.258 0.615 -0.042  O2 1.456, O3 1.485, O4 2.004, S5 1.933
7 H 1.017 -1.506 0.456  C1 1.184
8 H 2.504 -0.483 -0.096  C1 1.152

Mulliken atomic charge list, values in e, 4 entries: 0.143 -0.465 -0.471 -0.242

(ii)
ORCA calculation (ωB97M-V/def2-TZVPD) on an isolated molecule of CH2O3S2.

Values from the calculation:
* Kohn-Sham gap: 9.46 eV

Last columns: bonded neighbours and bond lengths (Å).
Geometry (Å):
1 C 0.681 -0.555 0.587  O3 1.394, O4 1.381, S5 1.861, S6 1.892
2 O 0.025 0.605 2.899  S6 1.403
3 O 1.740 -0.581 1.493  C1 1.394, S6 1.789
4 O 0.459 -1.671 -0.195  C1 1.381, H7 1.034
5 S 0.573 0.977 -0.464  C1 1.861, H8 1.417
6 S 0.211 -0.698 2.414  C1 1.892, O2 1.403, O3 1.789
7 H -0.033 -1.464 -1.081  O4 1.034
8 H 1.585 1.758 0.149  S5 1.417

Mulliken atomic charge list, values in e, 4 entries: 0.632 -0.434 -0.388 -0.496

Relative energy table, unit eV: (i) 0.356; (ii) 0.000